# C57H38CrN9

C57H38CrN9 as an isolated structure (wB97M-V/def2-TZVPD, the OMol25 dataset).

The geometry in XYZ format:
```
105
Properties=species:S:1:pos:R:3:lowdin_charge:R:1
Cr 0.4968 -0.3662 -0.2730 0.885
N -0.3001 -3.7706 0.1386 0.185
N 0.1054 -2.0206 -1.4930 0.007
N 0.5533 -1.0840 -3.6835 0.192
N 3.2236 1.7680 -0.8441 0.198
N -1.1607 -1.0451 -1.0837 0.076
N 2.1551 -0.7741 2.8964 0.168
N 0.6938 -1.8335 1.2614 0.076
N 1.8344 0.7742 0.8862 0.033
N 1.5771 0.3106 -1.9368 0.075
C -1.5165 2.2042 -1.8679 -0.052
C -5.2104 -3.3126 -3.4407 -0.214
C -3.0697 -2.1224 -3.7825 -0.193
C 0.2504 -3.1340 1.1486 -0.313
C -0.3598 -3.3048 -1.1005 -0.302
C 1.4579 -1.7440 2.4054 -0.295
C -2.2981 -4.6837 -2.1552 -0.156
C 4.2255 2.2406 -5.1741 -0.127
C 0.5548 3.3353 -1.1075 -0.017
C -2.9524 -2.2882 -2.2774 -0.092
C -0.4876 0.9211 6.1459 -0.101
C -0.5456 1.5116 0.3222 -0.118
C -1.7221 1.5548 6.0949 -0.118
C -0.1484 1.2993 3.7737 -0.136
C -2.8967 4.0050 -0.0798 -0.030
C 0.6797 1.1932 2.6045 -0.041
C -3.0014 5.5100 1.7981 -0.116
C -0.9574 4.3611 1.2612 -0.045
C 4.9728 2.4816 3.9174 -0.102
C 4.7910 2.8754 1.5426 -0.023
C -3.4600 -3.6142 -1.7236 -0.196
C -1.0490 -3.8653 -2.2078 -0.093
C -4.4420 -2.4621 -4.2211 -0.161
C 2.2432 0.6236 -4.0901 -0.123
C 3.0561 1.4327 -3.2541 -0.129
C -2.1714 2.0569 4.8779 -0.096
C 0.3657 -5.1927 2.7490 -0.030
C 3.6976 2.0175 1.5201 -0.088
C 5.4194 3.1087 2.7543 -0.106
C 2.6157 1.1942 -1.9332 -0.339
C -0.7536 2.6889 -0.6339 -0.474
C 0.2904 0.7953 5.0081 -0.024
C -2.5983 -5.2359 -3.5185 -0.060
C 4.0596 2.2461 -3.8138 -0.044
C 0.0367 -1.9896 -2.9454 -0.255
C -1.4059 1.9288 3.7343 -0.018
C 1.3680 -0.0768 -3.2269 -0.284
C 0.6183 -3.8876 2.3497 -0.114
C 3.4137 1.4286 -6.0104 -0.129
C -1.8658 -3.0762 -4.3835 -0.163
C 3.8837 1.6196 3.8885 -0.019
C 2.9037 1.5646 0.3715 -0.252
C -2.3941 -4.4679 -4.5812 -0.059
C -1.5540 3.7279 0.1656 -0.166
C 3.2379 1.4063 2.6825 -0.071
C -3.6117 4.8862 0.7241 -0.097
C 0.9198 -5.6166 3.9469 -0.115
C -4.8207 -3.8892 -2.2442 -0.156
C 1.4136 -3.0440 3.1122 -0.109
C 0.5028 1.3951 1.2682 -0.201
C -2.2222 -1.4601 -1.5620 0.004
C -0.8187 -3.0926 -3.3296 -0.124
C -1.6647 5.2378 2.0635 -0.094
C 2.4371 0.6235 -5.4839 -0.040
C 1.9792 -3.4647 4.3028 -0.035
C 1.7192 -4.7652 4.7158 -0.121
C 2.0339 0.5484 2.3916 -0.328
H -4.6571 5.0751 0.5082 0.094
H 1.8188 -0.0027 -6.1155 0.102
H 1.0670 2.6918 -1.8243 0.066
H -1.7903 3.0382 -2.5213 0.090
H 4.6789 2.8614 -3.1721 0.097
H -3.5611 6.1865 2.4325 0.089
H 0.7353 -6.6267 4.2954 0.086
H 2.1415 -5.1299 5.6451 0.082
H 3.5761 1.4497 -7.0824 0.080
H -3.4123 -3.5818 -0.6319 0.137
H 1.2450 3.5348 -0.2869 0.078
H 2.5995 -2.7910 4.8798 0.101
H 0.0681 4.1254 1.5146 0.116
H 5.4861 2.6673 4.8537 0.089
H -5.4943 -4.5097 -1.6677 0.053
H -2.2754 -5.4533 -1.3846 0.133
H 0.3339 4.2854 -1.6013 0.096
H -2.3283 1.6516 6.9876 0.087
H 1.2346 0.2689 5.0499 0.095
H -0.8793 1.5187 -2.4285 0.072
H 6.2716 3.7770 2.8006 0.090
H -3.1331 2.5530 4.8159 0.096
H 4.9893 2.8632 -5.6272 0.081
H -6.2204 -3.5267 -3.7886 0.079
H -0.2447 -5.8443 2.1375 0.103
H 3.5463 1.1172 4.7855 0.103
H -3.4024 3.5237 -0.9052 0.100
H -1.5381 -2.6141 -5.3136 0.131
H -2.4214 1.6570 -1.5979 0.081
H -2.7691 -1.1064 -4.0519 0.134
H -1.4956 1.2846 0.8154 0.123
H -0.1278 0.5113 7.0831 0.094
H 5.1339 3.3322 0.6233 0.107
H -2.6725 -4.7921 -5.5759 0.098
H -3.0507 -6.2155 -3.6059 0.097
H -4.8396 -2.0055 -5.1183 0.053
H -1.1747 5.6965 2.9139 0.100
H -1.7659 2.3372 2.7984 0.095
```

Net charge: -2
Kohn-Sham gap (alpha / beta): 4.36 / 4.35 eV
Multiplicity: 4
ΔE to the lowest compared entry with this formula, charge and spin: 648.5 kJ/mol